# 1
Density functional theory data (ωB97M-V with the def2-TZVPD basis set) for 8 unconnected molecules or ions with the total composition C16H48O8S4 at a distorted geometry.

Calculated values
Kohn-Sham gap in eV: 9.02
HOMO level in eV: -8.56
DFT total energy in Eh: -2832.63133
Multiplicity: 1
Charge: 0
ΔE to the lowest compared entry with this formula, charge and spin in kcal/mol: 0.00

Structure (XYZ):
```
76
Properties=species:S:1:pos:R:3:forces:R:3:lowdin_charge:R:1
C 0.0511 -4.4536 1.0213 1.48 0.43 -2.51 -0.065
C -0.0609 -5.3976 -0.2167 -2.46 -1.47 0.37 -0.348
O 0.9911 -5.2736 -1.1347 0.97 0.49 0.99 -0.065
H 0.2371 -3.4396 0.5873 -0.35 -0.52 1.07 0.052
H 0.9481 -4.7406 1.6153 -0.64 0.14 -0.45 0.083
H -0.8289 -4.5386 1.6263 -0.48 0.20 0.25 0.053
H -1.0159 -5.4466 -0.8537 0.65 1.27 1.18 0.126
H -0.2239 -6.3776 0.2843 1.09 -0.27 -0.52 0.098
H 0.8491 -5.8156 -1.9037 -0.24 -0.32 -0.25 0.081
C -0.8459 2.0234 -3.7427 0.60 1.22 -0.33 -0.046
C 0.3991 2.9234 -3.5627 0.36 -3.47 -2.79 -0.406
O -0.0969 4.0734 -3.2187 -1.21 8.81 0.16 -0.071
H -1.2699 2.2824 -4.6897 -0.04 -0.31 -1.10 0.060
H -1.7299 2.2474 -3.1027 1.27 -0.36 0.48 0.080
H -0.4159 1.0544 -3.7207 -0.53 -1.44 0.00 0.037
H 1.2151 2.7884 -4.4077 -1.86 0.70 0.79 0.141
H 0.8901 2.7004 -2.7267 2.63 -2.72 3.28 0.048
H 0.5281 4.8754 -3.0867 -1.25 -2.45 -0.43 0.158
C -2.5539 -1.9456 2.6473 2.80 2.04 1.62 -0.097
C -3.3449 -2.7736 1.7323 -1.92 2.57 -1.46 -0.313
O -4.6789 -2.2866 1.9013 1.02 3.24 -4.85 -0.050
H -2.4579 -0.8366 2.2813 -0.01 -2.17 0.44 0.094
H -1.5019 -2.3536 2.8663 -1.40 0.77 -0.44 0.079
H -3.0799 -1.8086 3.6363 0.49 -0.54 -0.90 0.095
H -3.4049 -3.7976 1.9043 0.71 -1.97 0.22 0.093
H -3.2849 -2.5216 0.6703 1.35 -0.57 -0.03 0.119
H -4.9779 -2.7556 2.5643 -3.03 -3.35 5.39 -0.015
C 1.8121 -2.6256 4.2923 1.84 -1.54 -0.21 -0.098
C 0.9591 -1.4156 4.2463 1.10 1.74 0.00 -0.354
O 0.8711 -0.9376 2.9183 0.88 2.10 -0.08 -0.154
H 2.9311 -2.4816 4.3823 -1.18 0.46 -0.07 0.087
H 1.7301 -3.1956 3.3203 -0.36 0.35 1.19 0.074
H 1.5511 -3.2286 5.1773 -0.04 -0.16 -0.49 0.073
H 1.2581 -0.6276 5.0203 -0.10 -0.80 -1.13 0.141
H -0.0379 -1.6226 4.4273 -2.05 -1.02 1.31 0.059
H 1.0251 0.0534 2.9583 -0.20 -1.47 -0.50 0.027
C -4.4199 4.2604 0.5023 -1.02 2.33 -0.90 -0.300
S -3.2059 3.1284 -0.0517 -0.18 0.70 -2.52 0.729
O -2.0649 3.7204 0.6453 1.86 -0.40 1.07 -0.541
C -3.7769 1.6334 0.6803 -4.82 0.78 0.26 -0.274
H -4.4059 4.1824 1.5853 0.16 0.43 0.19 0.044
H -5.4449 4.0524 0.1713 0.22 0.02 -0.18 0.050
H -4.0819 5.3474 0.0963 -0.77 -2.73 1.14 0.119
H -2.9649 1.0144 0.8653 1.23 -1.49 -0.09 -0.025
H -4.7429 1.2094 0.0603 2.90 0.75 1.21 0.138
H -4.2379 1.9274 1.6463 0.42 -0.40 -0.16 0.057
C 0.2651 -1.7346 -1.5177 -7.98 5.46 3.79 -0.204
S 1.0391 -0.5986 -0.3057 -2.04 0.15 -0.84 0.888
O 1.9221 0.3074 -1.0867 0.42 0.08 -0.21 -0.552
C -0.5169 0.3034 -0.1227 -1.33 -3.08 3.02 -0.252
H -0.0599 -1.1366 -2.3767 -0.75 0.05 0.49 0.069
H -0.4219 -2.4666 -1.0727 -0.02 0.62 -0.27 0.065
H 0.9861 -2.1396 -1.8477 9.78 -6.34 -4.37 -0.096
H -1.0489 0.7864 -0.8467 -0.44 0.92 -3.31 0.010
H -0.3029 1.0674 0.5443 0.31 1.37 1.87 0.000
H -1.3779 -0.3786 0.3233 2.16 0.96 -0.39 0.089
C 2.6951 3.3344 1.0303 0.75 -0.92 -1.44 -0.263
S 1.4351 3.0494 2.3283 -0.28 2.41 -1.63 0.827
O 1.4931 1.6474 2.7043 0.64 -1.72 0.72 -0.541
C 2.1911 4.0714 3.6033 -0.02 3.94 -3.71 -0.257
H 3.6511 2.7904 1.3623 -1.26 1.03 -0.40 0.081
H 2.8391 4.4394 0.8323 -0.10 -1.25 0.48 0.063
H 2.3791 2.8344 0.0163 0.27 0.81 2.09 0.067
H 3.2491 4.2504 3.5513 0.71 -0.51 -0.31 0.040
H 1.9721 3.6534 4.4913 -1.22 -1.03 3.20 -0.005
H 1.7551 5.1704 3.3833 0.53 -2.55 0.96 0.114
C 2.8901 0.6604 -5.6477 1.32 -0.16 -2.71 -0.315
S 2.3441 -0.6516 -4.6927 -0.81 -0.31 1.54 0.768
O 2.3741 -1.8356 -5.5747 0.33 -0.40 -0.16 -0.524
C 3.7151 -0.6656 -3.5527 1.70 -2.45 0.11 -0.282
H 3.9521 0.4644 -5.9227 -0.85 -0.87 -1.08 0.079
H 3.1841 1.5464 -5.2217 -0.61 2.42 2.09 0.013
H 2.1591 0.8514 -6.4587 0.81 -0.24 0.23 0.078
H 3.7501 0.1684 -2.8767 -0.33 0.20 0.32 0.038
H 4.7351 -0.9486 -3.9127 -0.55 1.21 -1.01 0.075
H 3.6641 -1.6446 -3.0467 -1.04 0.56 0.70 0.054
```
Forces are in eV/Å.

***

# 2
Density functional theory data (ωB97M-V with the def2-TZVPD basis set) for 11 unconnected molecules or ions with the total composition C16H49BIN3O12P at a distorted geometry.

Calculated values
Kohn-Sham gap in eV: 6.40
HOMO level in eV: -11.20
DFT total energy in Eh: -2369.61930
Multiplicity: 1
Charge: +1

Structure (XYZ):
```
83
Properties=species:S:1:pos:R:3:forces:R:3:lowdin_charge:R:1
C -2.7311 -0.8562 1.4482 -0.44 0.81 0.05 0.062
C -1.6439 -0.4694 0.7012 0.75 -0.44 0.62 -0.113
C -0.1811 -0.5740 1.1909 -2.65 -2.22 -2.81 -0.223
C 0.7270 -1.3324 0.3015 3.83 1.38 3.21 0.091
C 2.1100 -1.3363 0.8246 -4.38 0.94 -0.34 0.074
C 2.2573 -0.6056 2.0725 2.20 -0.96 0.70 -0.097
B 3.7805 -0.5289 2.6811 0.40 0.52 0.52 -0.571
N 4.7712 0.2165 1.8455 -1.13 -0.74 0.02 0.142
O 4.1054 -1.0859 3.8994 0.05 0.85 -1.64 0.135
N 1.2961 0.0138 2.7844 -0.55 -1.14 -2.06 -0.247
P 1.6469 0.8573 4.3570 1.11 -0.19 2.04 0.585
O 0.7985 -0.0127 5.5036 -0.26 1.58 -2.34 -0.336
I 0.6188 3.0844 4.1512 -0.15 -0.90 -0.17 0.459
N 0.0417 0.0373 2.3432 -0.17 -0.59 -0.92 0.116
H -3.5721 -0.1143 1.6463 0.21 -1.53 -1.69 0.074
H -2.8989 -1.8868 1.8538 1.08 1.27 0.90 0.067
H -1.7570 -0.0889 -0.3445 0.01 1.01 1.41 0.110
H 0.4529 -1.8270 -0.6482 -0.14 0.50 0.82 0.135
H 2.9334 -1.8498 0.2905 -0.49 0.52 0.71 0.135
H 4.3658 1.1145 1.5464 0.31 -0.29 0.15 0.087
H 4.7991 -0.3217 0.9643 0.48 0.40 0.24 0.081
H 5.0135 -0.7757 4.0974 -0.37 -0.43 0.08 0.132
H -0.1511 0.2217 5.4009 0.23 -0.48 0.53 0.046
C -5.6642 -0.4313 3.6739 -0.32 0.20 0.01 -0.148
O -5.7488 0.2272 2.4126 0.17 0.11 -0.18 -0.148
H -4.8822 -1.1882 3.6212 -0.01 0.05 -0.08 0.067
H -5.4129 0.2941 4.4516 0.02 -0.18 0.16 0.084
H -6.6150 -0.9105 3.9077 0.13 -0.07 0.20 0.062
H -6.4440 0.8897 2.4859 0.07 -0.08 -0.11 0.079
C -1.5966 -2.0293 6.8377 0.02 0.05 0.42 -0.167
O -2.1470 -0.8685 7.4488 0.04 0.12 -0.14 -0.129
H -1.7271 -1.9493 5.7587 -0.07 0.04 0.05 0.070
H -0.5305 -2.0978 7.0692 0.02 -0.20 -0.14 0.073
H -2.1136 -2.9216 7.1979 0.10 -0.12 -0.17 0.081
H -2.0223 -0.9576 8.3999 -0.07 0.10 -0.10 0.080
C 1.3421 2.2455 -2.2810 -0.04 0.16 0.15 -0.101
O 1.2325 0.8856 -1.8567 -0.03 -0.43 0.25 -0.148
H 1.7624 2.2670 -3.2842 0.00 -0.16 0.07 0.091
H 0.3544 2.7088 -2.2933 0.09 0.09 -0.05 0.063
H 2.0005 2.7899 -1.6019 -0.01 0.17 -0.16 0.079
H 0.8593 0.8945 -0.9690 -0.08 0.16 -0.17 0.047
C 3.0601 5.3737 -3.7010 0.33 0.03 0.20 -0.171
O 3.1289 5.3496 -2.2767 -0.13 -0.10 0.26 -0.141
H 2.0465 5.1214 -4.0085 0.02 0.01 0.10 0.078
H 3.3097 6.3706 -4.0667 -0.03 -0.10 -0.20 0.073
H 3.7557 4.6421 -4.1147 -0.08 0.10 -0.23 0.073
H 4.0326 5.5752 -2.0326 -0.13 0.00 0.01 0.073
C 3.5522 4.6222 -7.6009 -0.11 0.28 -0.04 -0.145
O 3.6838 5.6068 -6.5802 -0.03 0.02 0.00 -0.144
H 4.0385 3.7077 -7.2662 0.00 0.09 0.06 0.079
H 2.4950 4.4195 -7.7898 0.05 -0.15 -0.12 0.077
H 4.0319 4.9697 -8.5187 -0.03 -0.18 -0.08 0.077
H 3.2477 6.4052 -6.8972 0.10 -0.05 0.08 0.081
C 2.1347 -2.2993 -4.0004 -0.26 0.37 0.20 -0.155
O 1.8695 -0.9049 -3.9884 0.00 -0.22 -0.02 -0.131
H 2.7350 -2.5347 -4.8778 -0.03 0.01 0.04 0.066
H 2.6896 -2.5799 -3.0988 0.07 -0.24 -0.07 0.070
H 1.1949 -2.8566 -4.0484 0.13 -0.23 -0.05 0.078
H 1.3372 -0.7184 -3.2031 0.20 0.39 -0.19 0.034
C 5.1334 -3.0318 -7.3377 -0.20 0.24 0.25 -0.165
O 4.8648 -1.6345 -7.3223 0.02 0.02 -0.02 -0.127
H 5.7335 -3.2610 -8.2159 -0.04 0.10 0.03 0.079
H 5.6883 -3.3123 -6.4382 0.03 -0.21 -0.08 0.074
H 4.1944 -3.5897 -7.3870 0.11 -0.20 -0.03 0.073
H 4.3339 -1.4513 -6.5398 0.06 0.09 -0.13 0.057
C -2.1165 3.5520 -1.1361 -0.17 -0.02 0.26 -0.144
O -2.2117 2.1975 -0.6998 0.16 0.01 -0.02 -0.151
H -1.7098 3.5645 -2.1452 -0.06 -0.08 0.05 0.070
H -3.1070 4.0117 -1.1421 0.08 0.14 -0.09 0.083
H -1.4523 4.1117 -0.4729 0.00 0.15 -0.12 0.082
H -2.5741 2.2098 0.1934 0.01 -0.08 -0.11 0.071
C -1.9984 -4.4957 0.0936 -0.35 -0.04 -0.11 -0.148
O -3.1301 -3.8692 0.6840 0.02 -0.01 0.03 -0.140
H -1.0978 -4.0988 0.5622 -0.08 0.01 0.07 0.065
H -2.0420 -5.5748 0.2557 0.21 -0.01 -0.07 0.082
H -1.9712 -4.2831 -0.9784 0.17 -0.09 -0.02 0.080
H -3.9136 -4.2330 0.2570 0.02 0.11 0.12 0.088
C -7.2594 -3.4550 5.8657 -0.18 0.15 0.23 -0.152
O -7.5266 -2.0571 5.8562 0.01 0.03 0.00 -0.139
H -6.6677 -3.7014 4.9855 -0.03 0.10 0.01 0.075
H -6.6969 -3.7213 6.7640 0.02 -0.18 -0.07 0.076
H -8.1973 -4.0144 5.8370 0.11 -0.17 -0.03 0.078
H -8.0495 -1.8610 6.6410 0.05 0.06 -0.13 0.079
```
Forces are in eV/Å.

***

# 3
Density functional theory data (ωB97M-V with the def2-TZVPD basis set) for a molecular structure, C16H49N3O7 at a distorted geometry.

Calculated values
Kohn-Sham gap in eV: 8.81
HOMO level in eV: -8.59
DFT total energy in Eh: -1329.27346
Multiplicity: 1
Charge: 0
ΔE to the lowest compared entry with this formula, charge and spin in kcal/mol: 380.17

Structure (XYZ):
```
75
Properties=species:S:1:pos:R:3:forces:R:3:lowdin_charge:R:1
C -0.6945 2.9764 -1.8638 -0.76 5.20 -2.84 -0.161
O -0.1391 4.0417 -2.6304 -0.59 1.07 -0.03 -0.082
H -1.7833 3.0070 -1.9067 -0.29 0.30 -0.42 0.121
H -0.3615 2.0188 -2.2640 -0.67 4.35 -2.75 0.005
H -0.4377 3.1042 -0.8122 0.02 1.03 -1.79 0.078
H 0.8036 3.9052 -2.7495 0.01 -0.42 -0.01 0.065
C 1.0363 -3.3183 -0.4734 0.18 0.06 0.79 -0.215
O 0.2345 -4.3720 -0.8809 -0.42 -0.79 -0.70 -0.052
H 0.5547 -2.3441 -0.5573 -0.45 -0.78 -0.37 0.040
H 1.3043 -3.3852 0.5810 0.50 -1.00 -0.62 0.076
H 1.8606 -3.2225 -1.1801 0.14 -0.36 1.94 0.058
H -0.5473 -4.4431 -0.3283 0.04 0.07 0.04 0.094
C 0.2773 -0.1453 -0.7849 -1.94 -0.74 -1.46 -0.084
O -0.2911 0.9277 -1.6325 0.15 -9.42 3.87 -0.198
H 1.2610 0.0525 -0.3590 -3.91 0.76 -2.59 0.014
H -0.3065 -0.5308 0.0510 0.24 0.64 -0.79 0.061
H 0.3890 -1.0144 -1.4333 -0.97 0.86 -0.07 0.067
H -0.5149 1.6870 -1.0893 0.61 -1.92 1.46 -0.025
C 0.9257 2.5287 1.1858 0.17 2.33 1.99 -0.115
O -0.0334 2.0375 0.3519 0.29 -0.38 1.30 -0.238
H 1.9029 2.1068 0.9506 -1.30 0.71 0.53 0.065
H 1.0607 3.6102 1.1754 -0.11 0.43 -0.71 0.115
H 0.4353 2.3832 2.1483 1.49 -0.24 0.86 0.112
H -0.8610 2.4945 0.5186 0.27 0.08 0.60 0.083
C 1.1199 -1.6148 1.8129 -1.29 -0.53 1.01 -0.066
C 1.4025 -0.1504 1.9750 0.83 0.84 1.32 -0.410
C 1.7863 0.3203 3.4374 1.02 -0.08 -0.27 -0.104
O 2.5079 1.6100 3.4351 -0.75 0.68 0.11 -0.224
C 2.5144 2.5014 4.5989 -0.02 -1.05 0.24 -0.077
N 2.4544 0.1435 1.0529 2.22 -0.89 1.99 0.025
H 0.2605 -1.9215 2.4091 -0.41 0.00 0.10 0.102
H 1.8740 -2.3531 2.0855 0.72 0.76 0.40 0.098
H 0.8892 -1.9278 0.7946 0.02 1.60 1.25 0.000
H 0.6035 0.5349 1.6921 -0.86 -1.16 0.35 0.093
H 2.4852 -0.4035 3.8568 0.03 -0.16 0.10 0.119
H 0.8750 0.2870 4.0344 -0.05 0.52 0.18 0.123
H 2.8867 3.5210 4.4993 0.24 -0.10 -1.65 0.078
H 3.2238 2.1365 5.3417 -0.36 -0.58 0.29 0.079
H 1.5373 2.7113 5.0339 -0.31 -0.77 0.03 0.080
H 2.7237 1.0882 1.2877 0.97 -0.72 -0.31 0.050
H 2.0306 0.0517 0.1407 3.40 0.26 2.07 -0.029
C -5.3565 -2.2245 1.5789 0.93 1.00 -1.23 -0.058
C -5.4672 -1.1196 0.4538 0.49 -0.90 2.29 -0.408
C -4.0961 -0.5643 -0.0862 -2.34 0.13 0.24 -0.156
O -3.4876 0.4221 0.7562 -1.87 -1.98 0.46 -0.138
C -2.2130 0.6254 0.3257 0.02 1.51 0.02 -0.135
N -6.3722 -1.5564 -0.6123 0.31 0.96 -0.50 0.026
H -4.8909 -3.1421 1.2194 -0.59 -0.31 -0.35 0.067
H -6.3599 -2.3414 1.9883 0.27 -0.39 0.21 0.071
H -4.6252 -1.9099 2.3235 -0.38 0.39 0.34 0.068
H -5.9379 -0.3117 1.0142 0.13 0.51 -0.10 0.122
H -4.4146 0.0119 -0.9549 0.45 -0.48 -0.73 0.124
H -3.4526 -1.4171 -0.3023 0.33 0.16 -0.21 0.128
H -1.4648 -0.1026 0.6394 -1.08 0.32 0.82 0.079
H -1.9927 1.6249 0.7005 -0.32 -0.63 0.38 0.102
H -2.1197 0.7174 -0.7564 -0.53 -0.34 -0.04 0.107
H -6.9019 -0.7182 -0.8048 -0.11 0.11 -0.76 0.067
H -7.1068 -2.1995 -0.3537 0.41 -0.43 0.60 0.065
C 3.2691 1.4730 -1.3645 1.62 -0.56 1.40 -0.044
C 2.8775 0.5459 -2.4777 -0.43 0.25 -1.20 -0.392
C 2.5593 -0.8974 -2.2168 0.34 -1.91 1.13 -0.212
O 2.1541 -1.6497 -3.3952 0.09 0.65 0.02 -0.168
C 1.3362 -2.8187 -3.1257 0.92 1.60 -1.29 -0.075
N 1.7107 1.1856 -3.0895 1.34 -0.05 -1.52 0.084
H 4.2386 1.2160 -0.9377 0.54 -0.23 -0.34 0.091
H 2.7294 1.3670 -0.4234 -0.43 1.14 -1.44 0.023
H 3.4074 2.4805 -1.7570 -0.56 -0.01 0.15 0.097
H 3.7588 0.4570 -3.1129 -0.16 0.70 -0.79 0.138
H 1.7726 -0.9271 -1.4629 1.83 -0.81 -1.24 0.035
H 3.4269 -1.4127 -1.8047 0.38 -0.05 0.16 0.138
H 1.1371 -3.2885 -4.0889 0.04 0.12 0.04 0.103
H 0.4085 -2.4214 -2.7138 -0.14 -0.79 0.18 0.091
H 1.8907 -3.4983 -2.4787 -0.43 -0.16 -1.24 0.066
H 0.9600 1.2348 -2.4157 1.07 -0.03 -0.34 -0.006
H 1.3722 0.5195 -3.7691 -0.23 0.09 -0.55 0.080
```
Forces are in eV/Å.

***

Number 1 is which compound? C16H48O8S4